Entry 1:
C4H14NO2 | wB97M-V/def2-TZVPD

The strongest force on any atom comes out at 4.55 eV Å⁻¹. For the energy relative to the best compared isomer or geometry (same formula, charge and spin), the calculation gives 55.6 kcal per mole. Its orbital gap is 11.653 eV. The charge is +1.

Positions of all 21 atoms, in Å:
C1 0.5500 -0.2325 2.3007
C2 0.4551 -0.1766 0.7456
C3 0.9760 0.9871 -0.1835
C4 -0.0462 1.9044 -0.7396
O1 -1.0117 1.0622 -1.5476
N1 0.5138 -1.5417 -0.0481
H1 -0.2405 -0.8106 2.8318
H2 1.5818 -0.4700 2.5808
H3 0.2481 0.7943 2.5016
H4 -0.6500 -0.1483 0.7102
H5 1.6198 0.4700 -0.9193
H6 1.7714 1.3281 0.4512
H7 0.3194 2.7679 -1.3160
H8 -0.5163 2.4178 0.0950
H9 -1.6377 1.7806 -1.7205
H10 0.3914 -2.3122 0.6078
H11 1.4092 -1.5786 -0.5092
H12 -0.2506 -1.4591 -0.7509
H13 -1.1895 -1.5447 -2.0762
H14 -2.5089 -1.3028 -1.6054
O2 -1.7847 -1.9356 -1.4087



Entry 2:
C24H30F10NO12S | wB97M-V/def2-TZVPD

The strongest force on any atom comes out at 1.40 eV Å⁻¹. Its orbital gap is 6.668 eV. The charge is -1.

Positions of all 78 atoms, in Å:
O1 2.1898 -4.4061 3.4951
S1 2.6296 -3.4197 2.5251
O2 3.9551 -2.9199 2.8293
N1 2.3281 -3.6770 1.0079
F1 3.2038 -4.7920 0.6933
C1 1.4571 -1.9743 2.7089
F2 2.2486 -0.8595 2.7255
F3 0.8790 -2.0391 3.9336
C2 0.3672 -1.6468 1.6314
F4 -0.3650 -0.6173 2.1720
F5 1.0023 -1.1525 0.5560
C3 -0.6853 -2.7154 1.0822
F6 -1.8426 -2.0155 0.9273
F7 -0.3274 -3.1535 -0.1269
C4 -1.0641 -3.9589 1.9463
F8 -2.2846 -4.3587 1.5546
F9 -1.1568 -3.6416 3.2310
F10 -0.2800 -4.9721 1.7771
O3 -1.5502 0.7077 -0.9092
C5 -1.6035 1.5829 -0.1015
O4 -2.4701 1.5460 0.9482
C6 -2.3605 2.7485 1.7233
C7 -0.9813 3.3077 1.4058
C8 -0.7846 2.8612 -0.0399
H1 -3.1621 3.4307 1.4257
H2 -2.4892 2.4975 2.7744
H3 -0.9070 4.3815 1.5563
H4 -0.2322 2.8312 2.0298
H5 -1.1892 3.5736 -0.7609
H6 0.2543 2.6523 -0.2767
O5 1.6851 -2.1815 -1.9143
C9 1.4434 -3.1630 -2.5410
O6 1.9384 -4.3950 -2.2246
C10 1.5558 -5.3481 -3.2146
C11 0.3203 -4.7652 -3.8929
C12 0.5954 -3.2681 -3.8029
H7 2.3863 -5.4769 -3.9158
H8 1.3633 -6.2983 -2.7198
H9 0.1736 -5.1335 -4.9085
H10 -0.5706 -5.0112 -3.3121
H11 1.1782 -2.9080 -4.6499
H12 -0.3070 -2.6760 -3.7036
O7 1.3225 3.9554 3.4348
C13 0.7092 3.5749 4.3892
O8 -0.5799 3.9081 4.6243
C14 -1.0021 3.3797 5.8953
C15 -0.0533 2.2199 6.1832
C16 1.2342 2.6931 5.5066
H13 -0.9254 4.1759 6.6393
H14 -2.0422 3.0742 5.8139
H15 0.0495 2.0041 7.2444
H16 -0.4147 1.3175 5.6894
H17 1.8506 3.3058 6.1664
H18 1.8250 1.8768 5.1015
O9 -0.2974 7.1407 0.7208
C17 0.8697 6.8741 0.6944
O10 1.3268 5.6397 0.4103
C18 2.7538 5.5742 0.5605
C19 3.2304 7.0169 0.4191
C20 2.0440 7.7923 0.9935
H19 2.9719 5.1527 1.5430
H20 3.1538 4.9127 -0.2033
H21 4.1765 7.2045 0.9223
H22 3.3549 7.2647 -0.6360
H23 2.1154 7.9119 2.0755
H24 1.8950 8.7620 0.5272
O11 -0.6350 -2.7140 -6.6140
C21 -1.7029 -3.2320 -6.4799
O12 -2.2742 -3.4179 -5.2671
C22 -3.4984 -4.1553 -5.3896
C23 -3.9484 -3.9426 -6.8320
C24 -2.6099 -3.8049 -7.5581
H25 -3.2909 -5.2049 -5.1692
H26 -4.2058 -3.7769 -4.6566
H27 -4.5819 -4.7448 -7.2046
H28 -4.5058 -3.0086 -6.9103
H29 -2.2064 -4.7706 -7.8669
H30 -2.6502 -3.1359 -8.4125



Entry 3:
C5H8O | wB97M-V/def2-TZVPD

The strongest force on any atom comes out at 0.52 eV Å⁻¹. For the energy relative to the best compared isomer or geometry (same formula, charge and spin), the calculation gives 44.1 kcal per mole. Its orbital gap is 10.489 eV. The charge is 0. Its SMILES is CC#CCCO.

Positions of all 14 atoms, in Å:
C1 2.8882 0.1713 -0.1460
C2 1.4510 -0.0863 -0.1663
C3 0.2632 -0.2759 -0.2434
C4 -1.1401 -0.5647 -0.5495
C5 -2.1564 -0.0928 0.4892
O1 -2.1003 1.2955 0.7140
H1 3.1823 0.6810 0.7748
H2 3.4623 -0.7578 -0.2180
H3 3.1667 0.8067 -0.9938
H4 -1.3741 -0.0789 -1.5033
H5 -1.2443 -1.6460 -0.6908
H6 -3.1614 -0.2973 0.1071
H7 -2.0370 -0.6559 1.4263
H8 -1.2000 1.5013 0.9998



Entry 4:
C11H15N | wB97M-V/def2-TZVPD

The strongest force on any atom comes out at 3.26 eV Å⁻¹. For the energy relative to the best compared isomer or geometry (same formula, charge and spin), the calculation gives 23.1 kcal per mole. Its orbital gap is 8.717 eV. The charge is 0. Its SMILES is Cc1c[nH]c2ccccc12.CC.

Positions of all 27 atoms, in Å:
C1 -0.3991 -2.7002 -0.7938
C2 0.3279 -1.5743 -0.1368
C3 1.6107 -1.1780 -0.0059
N1 1.7528 -0.0357 0.7784
C4 0.4713 0.2643 1.3101
C5 0.1557 1.3098 2.1210
C6 -1.2106 1.4642 2.4365
C7 -2.1105 0.5188 1.9387
C8 -1.7523 -0.5476 1.1187
C9 -0.3917 -0.6798 0.7669
H1 -1.1599 -3.0329 -0.0933
H2 0.2416 -3.5052 -1.1449
H3 -0.8798 -2.2413 -1.6624
H4 2.4329 -1.6163 -0.5560
H5 2.6694 0.2203 1.0860
H6 0.8446 2.1078 2.3654
H7 -1.4049 2.2264 3.1766
H8 -3.1516 0.7246 2.1704
H9 -2.3991 -1.3625 0.8328
C10 1.3347 1.5539 -3.8236
C11 -0.1307 1.2698 -3.3385
H10 1.9455 0.6834 -4.0400
H11 1.2074 2.0917 -4.7667
H12 1.8104 2.1850 -3.0767
H13 -0.4557 0.4341 -3.9786
H14 -0.9523 1.9569 -3.4996
H15 -0.0018 1.0364 -2.2863



Entry 5:
C65H160N14O26 | wB97M-V/def2-TZVPD

The strongest force on any atom comes out at 3.92 eV Å⁻¹. For the energy relative to the best compared isomer or geometry (same formula, charge and spin), the calculation gives 5.7 kcal per mole. Its orbital gap is 8.639 eV. The charge is +4.

Positions of all 265 atoms, in Å:
C1 -0.6872 1.6503 -3.1622
O1 -0.1637 0.8455 -2.1301
C2 0.0536 1.4756 -0.8932
C3 0.5801 0.4989 0.1319
N1 -0.1013 -0.7786 0.1463
H1 -1.0599 -0.7359 0.4859
H2 0.0381 -1.1556 -0.7745
C4 0.6017 -1.6446 1.2539
C5 1.0815 -2.9247 0.6821
O2 1.6844 -2.6312 -0.6164
C6 1.9954 -3.8964 -1.1989
H3 -0.0121 2.4495 -3.5026
H4 -1.6959 2.0377 -2.8214
H5 -0.9161 0.9734 -4.0114
H6 -0.8488 1.8826 -0.5428
H7 0.8009 2.2349 -0.8950
H8 0.6425 0.9465 1.1215
H9 1.6055 0.2287 -0.1712
H10 -0.2164 -1.8460 1.9546
H11 1.3320 -1.0438 1.7711
H12 0.2312 -3.6477 0.5807
H13 1.9066 -3.2759 1.2478
H14 1.0540 -4.4141 -1.3033
H15 2.6600 -4.4287 -0.5705
H16 2.4447 -3.8138 -2.1614
C7 2.8889 -0.9972 -3.0632
O3 1.9516 -1.7905 -3.7445
C8 1.0822 -1.0587 -4.5660
C9 0.2551 -2.1861 -5.2597
N2 -0.0018 -3.2150 -4.2154
H17 0.8601 -3.2212 -3.6747
H18 -0.6988 -2.7664 -3.6241
C10 -0.3333 -4.6402 -4.4928
C11 -1.5963 -4.7473 -5.4242
O4 -2.6002 -4.1346 -4.6201
C12 -3.8993 -4.4714 -5.1174
H19 3.4562 -1.7298 -2.4860
H20 2.4357 -0.2688 -2.3994
H21 3.5293 -0.4833 -3.8401
H22 1.4966 -0.3655 -5.3065
H23 0.2521 -0.6683 -3.9659
H24 0.8806 -2.6770 -5.9768
H25 -0.6272 -1.7918 -5.8191
H26 -0.5627 -5.0063 -3.5125
H27 0.5125 -5.1884 -4.9563
H28 -1.7448 -5.8775 -5.6228
H29 -1.4892 -4.1756 -6.3494
H30 -3.9845 -5.5850 -5.2965
H31 -4.0930 -3.9376 -6.0819
H32 -4.6480 -4.1813 -4.3699
C13 -3.1153 3.7971 -6.3688
O5 -3.3657 2.6793 -5.4734
C14 -4.7637 2.3458 -5.3987
C15 -4.9229 1.1313 -4.4628
N3 -4.6129 1.2766 -2.9394
H33 -4.1871 0.3381 -2.6252
H34 -3.9528 2.0096 -2.8125
C16 -5.7692 1.7465 -2.1324
C17 -6.1165 3.2356 -2.3841
O6 -4.9769 4.0829 -2.5296
C18 -4.3920 4.3033 -1.2888
H35 -1.9970 3.9309 -6.3696
H36 -3.6122 4.7491 -5.9557
H37 -3.4290 3.5606 -7.3977
H38 -5.0784 2.1053 -6.4573
H39 -5.3261 3.2082 -5.0451
H40 -4.2176 0.3256 -4.7549
H41 -5.8873 0.6639 -4.4230
H42 -5.5070 1.6896 -1.1165
H43 -6.6012 1.0920 -2.2333
H44 -6.6511 3.5117 -1.4745
H45 -6.7248 3.3424 -3.2433
H46 -4.2569 3.3239 -0.7453
H47 -5.0735 4.9129 -0.6868
H48 -3.4771 4.9200 -1.3410
C19 -3.0859 -11.0508 6.1317
O7 -1.8662 -10.9695 6.9313
C20 -1.4380 -9.6639 7.1338
C21 0.0537 -9.8372 7.5220
N4 0.1258 -10.8498 8.6388
H49 -0.1991 -10.3598 9.4997
H50 -0.5651 -11.5826 8.3713
C22 1.4267 -11.5256 9.0128
C23 1.3858 -12.3371 10.3037
O8 1.0109 -11.3717 11.2643
C24 1.0223 -11.9069 12.6627
H51 -3.0917 -12.0527 5.6633
H52 -3.0847 -10.1893 5.3952
H53 -4.0159 -10.9174 6.7216
H54 -2.0123 -9.1561 7.8172
H55 -1.4987 -9.1396 6.1701
H56 0.6338 -8.9851 7.7985
H57 0.6017 -10.2774 6.7040
H58 2.2312 -10.8006 9.1721
H59 1.7669 -12.2102 8.1324
H60 2.3724 -12.7315 10.5149
H61 0.7327 -13.2022 10.2902
H62 2.0517 -12.1935 12.9267
H63 0.3298 -12.7161 12.7882
H64 0.7505 -11.0350 13.2451
C25 5.4970 4.0595 -1.4698
O9 6.0788 3.4632 -2.6703
C26 5.0769 2.9391 -3.5091
C27 5.8736 2.4412 -4.7023
N5 7.0024 1.6799 -4.1170
H65 7.3625 2.3976 -3.4778
H66 6.7306 0.8286 -3.6096
C28 8.0858 1.2388 -5.0995
C29 9.2929 0.6775 -4.4169
O10 8.8615 -0.4411 -3.5947
C30 9.9000 -1.0612 -2.8760
H67 6.2804 4.2965 -0.7888
H68 4.8098 3.4120 -1.0179
H69 4.9659 4.9800 -1.7306
H70 4.2762 3.6224 -3.7384
H71 4.6754 1.9974 -3.0069
H72 6.2968 3.3256 -5.2483
H73 5.3722 1.8396 -5.4246
H74 8.3586 2.1246 -5.6042
H75 7.5751 0.6137 -5.8825
H76 9.7374 1.4778 -3.8116
H77 9.8462 0.3192 -5.2910
H78 10.2304 -0.4164 -1.9989
H79 10.8026 -1.3161 -3.4170
H80 9.5287 -2.0752 -2.6443
C31 -8.2231 -5.3822 2.3451
C32 -7.3367 -4.2669 1.7564
N6 -5.8038 -4.3043 1.8608
C33 -5.3759 -3.8162 3.2018
C34 -5.2831 -5.7369 1.6560
C35 -5.7214 -6.2772 0.3379
C36 -5.3175 -3.4156 0.7624
C37 -5.3850 -1.9224 1.0044
O11 -6.6994 -1.4217 0.9849
C38 -6.7956 -0.4017 -0.0048
H81 -8.1616 -6.3003 1.7469
H82 -9.1968 -4.9037 2.1810
H83 -8.0679 -5.5095 3.4181
H84 -7.5769 -3.2345 2.0532
H85 -7.5682 -4.1869 0.7041
H86 -5.9484 -2.8698 3.4720
H87 -4.3043 -3.5413 3.2567
H88 -5.5524 -4.6077 3.9160
H89 -5.7055 -6.2367 2.5482
H90 -4.2091 -5.7438 1.7709
H91 -5.0705 -5.9182 -0.4672
H92 -6.7334 -5.9133 0.0528
H93 -5.6596 -7.3472 0.3643
H94 -5.7666 -3.7720 -0.1685
H95 -4.2079 -3.5511 0.6897
H96 -4.8098 -1.6214 0.1245
H97 -4.7928 -1.5455 1.8756
H98 -6.2735 0.5418 0.2688
H99 -7.8076 -0.2054 -0.2151
H100 -6.2370 -0.8108 -0.8756
C39 -2.1382 6.8372 7.7303
C40 -2.3306 6.9952 6.2417
C41 -2.4619 5.5699 5.6553
C42 -2.7652 5.7423 4.2058
N7 -3.1359 4.4292 3.3428
C43 -1.9652 3.4846 3.2829
C44 -0.9579 4.1067 2.3846
C45 -1.8414 4.6669 1.2728
C46 -3.3043 4.9142 1.9260
C47 -4.3262 3.7010 3.8580
H101 -1.2823 6.2226 7.9001
H102 -2.9740 6.2748 8.1517
H103 -2.0390 7.7521 8.3090
H104 -1.5353 7.4929 5.6539
H105 -3.1992 7.6102 6.0126
H106 -3.3111 5.0365 6.1143
H107 -1.5791 5.0349 5.8710
H108 -1.9123 6.1521 3.5819
H109 -3.5525 6.4304 4.0922
H110 -2.3458 2.5193 2.8147
H111 -1.6839 3.2359 4.2839
H112 -0.1315 3.4068 2.1352
H113 -0.3783 4.8915 2.9216
H114 -1.9250 3.9960 0.3867
H115 -1.3447 5.5896 0.8854
H116 -4.0661 4.2356 1.4016
H117 -3.6441 5.9403 1.9194
H118 -5.0973 4.4261 4.1172
H119 -3.9886 3.2562 4.7573
H120 -4.7776 3.1036 3.0294
C48 3.3266 -1.8519 4.3466
C49 4.4839 -0.8975 4.4854
C50 4.1206 0.5486 4.9963
C51 5.0746 1.6269 4.5857
N8 5.3091 2.7287 5.6259
C52 6.2646 3.7599 5.0102
C53 7.1596 4.2175 6.1801
C54 6.5445 3.6416 7.4222
C55 5.9085 2.4093 6.9429
C56 4.0114 3.4236 5.8506
H121 3.4431 -2.7494 3.7495
H122 2.4586 -1.4314 3.7693
H123 2.8703 -2.1045 5.3237
H124 5.0790 -0.7937 3.5390
H125 5.1307 -1.2829 5.2929
H126 4.0089 0.4564 6.0803
H127 3.1530 0.9132 4.5564
H128 4.6788 2.1586 3.6971
H129 6.0767 1.2052 4.4545
H130 5.7031 4.5215 4.4965
H131 6.8770 3.3163 4.2219
H132 7.3266 5.3075 6.2427
H133 8.1382 3.7736 6.0790
H134 5.9902 4.3401 8.0165
H135 7.3726 3.3385 8.0655
H136 5.1510 1.9795 7.5851
H137 6.6421 1.6222 6.7970
H138 3.8327 3.8854 4.8984
H139 4.0324 4.1297 6.7160
H140 3.2674 2.6537 6.1354
C57 1.0521 5.4316 -3.8773
C58 2.3120 5.8295 -4.6945
C59 2.0066 6.3687 -6.0995
C60 1.3964 5.3183 -6.9180
N9 1.3120 5.6912 -8.4078
C61 0.6307 4.4468 -9.0543
C62 1.7913 3.6801 -9.7836
C63 3.0718 4.3145 -9.0894
C64 2.6733 5.7670 -9.0106
C65 0.6054 6.9401 -8.6411
H141 0.4346 6.3221 -3.8258
H142 1.2625 5.1084 -2.8322
H143 0.4811 4.6242 -4.3572
H144 3.0829 5.0514 -4.7499
H145 2.7811 6.6747 -4.1804
H146 2.8928 6.7638 -6.5790
H147 1.2762 7.1507 -5.9287
H148 0.3796 5.1083 -6.6264
H149 1.9881 4.4364 -6.9054
H150 -0.0423 4.7525 -9.8169
H151 0.1315 3.9501 -8.1573
H152 1.8276 4.1232 -10.8268
H153 1.6930 2.5826 -9.7988
H154 3.9845 4.2229 -9.6768
H155 3.2158 3.7442 -8.1544
H156 2.5328 6.2576 -9.9624
H157 3.3121 6.3765 -8.4328
H158 1.2909 7.8171 -8.5291
H159 -0.2164 7.0260 -7.9501
H160 0.2499 7.0358 -9.6974
N10 -2.4959 -1.3940 -2.9750
O12 -3.6143 -1.2440 -2.4458
O13 -1.6936 -2.1817 -2.4438
O14 -2.1542 -0.7828 -3.9800
N11 3.0494 2.8635 1.4890
O15 4.3227 2.7781 1.2498
O16 2.3366 3.2884 0.5834
O17 2.6161 2.3842 2.5351
N12 2.4146 2.3397 -5.6074
O18 2.4730 1.9179 -4.4416
O19 1.4059 2.1058 -6.2957
O20 3.4407 2.8829 -6.1348
N13 -2.0406 -3.4608 1.4737
O21 -2.1981 -2.2342 1.3142
O22 -1.6325 -4.2069 0.5793
O23 -2.2279 -3.9220 2.6088
N14 -2.9470 1.1853 0.5591
O24 -3.9554 1.7262 1.0116
O25 -1.9904 0.9284 1.2926
O26 -2.8438 0.9650 -0.6714



Entry 6:
C3H8N2O | wB97M-V/def2-TZVPD

The strongest force on any atom comes out at 5.00 eV Å⁻¹. For the energy relative to the best compared isomer or geometry (same formula, charge and spin), the calculation gives 119.2 kcal per mole. Its orbital gap is 9.212 eV. The charge is 0. Its SMILES is CC(C)=NON.

Positions of all 14 atoms, in Å:
C1 1.3987 1.0556 -0.6463
C2 0.3327 0.1753 -0.1197
C3 0.8539 -1.1064 0.4762
N1 -0.8464 0.5195 -0.3282
O1 -1.9591 -0.0214 0.4425
N2 -3.1867 0.4213 0.0329
H1 1.4105 1.9393 0.0030
H2 2.2582 0.5358 -0.6863
H3 1.0887 1.4767 -1.6013
H4 1.4046 -1.4743 -0.3966
H5 -0.0385 -1.7256 0.8360
H6 1.4990 -0.9320 1.3114
H7 -3.6603 0.6930 0.9342
H8 -3.0025 1.1463 -0.6259



Entry 7:
C19H18N6O3 | wB97M-V/def2-TZVPD

The strongest force on any atom comes out at 2.50 eV Å⁻¹. For the energy relative to the best compared isomer or geometry (same formula, charge and spin), the calculation gives 0.0 kcal per mole. Its orbital gap is 8.346 eV. The charge is 0. Its SMILES is CC(=O)Nc1nc(-c2ccc3[nH]cc(-c4cncc(OC(C)C)n4)c3c2)no1.

Positions of all 46 atoms, in Å:
C1 6.5589 -2.2043 6.1963
C2 5.9208 -1.7921 4.8920
O1 6.5727 -1.8418 3.8563
N1 4.6720 -1.2233 4.9181
C3 4.0444 -0.6926 3.8105
N2 2.7655 -0.5407 3.9407
C4 2.3860 -0.0381 2.7081
C5 0.9680 0.1537 2.4044
C6 0.0087 0.0161 3.4268
C7 -1.3495 0.1374 3.1641
C8 -1.8093 0.4251 1.8843
N3 -3.0459 0.6106 1.3152
C9 -2.9683 0.8224 -0.0710
C10 -1.6324 0.8089 -0.3959
C11 -1.1287 0.9341 -1.7870
C12 0.1411 1.4706 -2.0451
N4 0.6785 1.6849 -3.2577
C13 -0.1287 1.3008 -4.2826
C14 -1.4334 0.7591 -4.0671
O2 -2.1204 0.2823 -5.1576
C15 -3.4818 -0.0933 -4.9476
C16 -3.9882 -0.9644 -6.0894
C17 -4.3739 1.1771 -4.9014
N5 -1.9359 0.5800 -2.8110
C18 -0.8577 0.5729 0.8476
C19 0.5070 0.4535 1.1290
N6 3.3896 0.1625 1.9012
O3 4.5088 -0.2877 2.5878
H1 5.8698 -2.7836 6.8173
H2 7.4579 -2.7399 5.9898
H3 6.7683 -1.3190 6.8050
H4 4.0765 -1.2940 5.7460
H5 0.3688 -0.1562 4.4586
H6 -2.0968 0.0056 3.9598
H7 -3.9339 0.4162 1.7955
H8 -3.7565 1.0327 -0.7960
H9 0.7478 1.7865 -1.2009
H10 0.2213 1.4897 -5.2833
H11 -3.6634 -0.6601 -3.9956
H12 -3.9189 -0.3901 -7.0423
H13 -3.3868 -1.8608 -6.2046
H14 -5.0171 -1.2624 -5.9336
H15 -4.0959 1.8607 -5.6957
H16 -5.4573 0.9794 -5.0156
H17 -4.3066 1.6731 -3.9370
H18 1.2547 0.5484 0.3638



What did the sixth record say?
C3H8N2O | wB97M-V/def2-TZVPD

The strongest force on any atom comes out at 5.00 eV Å⁻¹. For the energy relative to the best compared isomer or geometry (same formula, charge and spin), the calculation gives 119.2 kcal per mole. Its orbital gap is 9.212 eV. The charge is 0. Its SMILES is CC(C)=NON.

Positions of all 14 atoms, in Å:
C1 1.3987 1.0556 -0.6463
C2 0.3327 0.1753 -0.1197
C3 0.8539 -1.1064 0.4762
N1 -0.8464 0.5195 -0.3282
O1 -1.9591 -0.0214 0.4425
N2 -3.1867 0.4213 0.0329
H1 1.4105 1.9393 0.0030
H2 2.2582 0.5358 -0.6863
H3 1.0887 1.4767 -1.6013
H4 1.4046 -1.4743 -0.3966
H5 -0.0385 -1.7256 0.8360
H6 1.4990 -0.9320 1.3114
H7 -3.6603 0.6930 0.9342
H8 -3.0025 1.1463 -0.6259